# C30H69FN8O11S2

A 5-piece molecular cluster, C30H69FN8O11S2 overall in a non-equilibrium geometry (the ωB97M-V functional and the def2-TZVPD basis, the OMol25 dataset).

```
121
Properties=species:S:1:pos:R:3:forces:R:3:mulliken_charge:R:1
H -2.3330 -6.8412 4.6655 -0.10 -0.29 -0.02 0.311
N -1.5454 -7.2662 4.1607 -0.04 0.52 0.26 -0.557
C -0.6714 -6.3669 3.9913 -0.25 -0.21 -0.26 -0.332
C -0.7739 -4.9146 4.4428 0.07 -0.77 -0.67 -0.675
N -1.9285 -4.2008 3.7877 1.05 0.59 -0.54 0.406
C -2.0693 -4.6167 2.3659 -0.09 0.28 -0.53 -2.377
C -2.8593 -3.6777 1.4644 -0.26 -0.87 -0.12 -0.612
S -4.5897 -3.3635 1.9369 -0.17 0.11 -0.46 -0.272
C -5.1842 -4.6663 2.9431 0.99 0.73 -0.51 0.652
N -6.0681 -4.3636 3.8009 -0.86 0.12 0.98 -0.219
N -6.4169 -5.5587 4.4216 -0.92 0.93 0.56 -0.496
C -5.7065 -6.4579 3.8987 -0.23 -0.57 0.20 -0.085
O -4.8854 -5.9842 2.9318 0.57 -0.54 -0.53 -0.246
S -1.6069 -2.5702 3.9679 -0.73 0.33 2.57 1.168
O -0.8745 -2.4066 5.1704 0.92 -0.38 0.01 -0.657
O -2.7683 -1.7751 3.8968 -0.39 0.07 -1.61 -0.528
F -0.6066 -2.1976 2.8001 -0.34 -0.31 -0.12 -0.217
H 0.2270 -6.6549 3.4406 0.06 0.11 0.16 0.520
H 0.1512 -4.4235 4.1392 0.11 -0.02 0.32 0.440
H -0.8872 -4.9090 5.5230 -0.01 0.32 0.00 0.473
H -1.0854 -4.7322 1.8993 0.03 0.08 0.11 1.037
H -2.5434 -5.5940 2.3053 0.03 0.02 0.38 0.714
H -2.3847 -2.7143 1.2896 -0.25 0.13 0.26 0.522
H -2.8837 -4.1604 0.4880 0.11 -0.06 0.03 0.401
H -5.8128 -7.4831 4.2091 0.68 -0.25 -0.52 0.463
C -7.4291 -1.5529 -4.1586 0.15 -0.10 -0.03 -0.709
O -6.1706 -1.3166 -4.7636 -0.24 0.09 0.14 -0.342
C -5.8422 0.0630 -4.8889 0.33 -0.03 -0.27 -0.825
C -4.6891 0.4277 -3.9754 -0.16 -0.15 0.20 -0.170
N -5.0938 0.3919 -2.5751 0.17 -0.05 -0.08 -0.194
C -3.9853 0.4848 -1.6281 -0.26 0.02 -0.02 -0.971
C -2.9560 -0.6416 -1.6235 0.21 0.23 0.28 -0.606
O -3.4597 -1.8855 -1.1659 0.11 -0.08 -0.16 0.073
C -4.0942 -2.6843 -2.1517 -0.07 -0.13 0.28 -0.839
H -7.6414 -2.6177 -4.2418 0.05 0.00 -0.03 0.241
H -7.4201 -1.2864 -3.0965 -0.13 0.08 -0.01 0.300
H -8.2221 -0.9977 -4.6671 -0.03 0.02 0.05 0.346
H -6.7097 0.7034 -4.7074 -0.02 -0.06 0.13 0.406
H -5.5245 0.2188 -5.9239 -0.03 0.03 0.00 0.407
H -4.3399 1.4345 -4.2222 0.02 0.00 0.03 0.386
H -3.8728 -0.2778 -4.1805 0.05 0.07 -0.17 0.158
H -5.5881 -0.4732 -2.4008 -0.06 0.02 0.00 0.099
H -4.4274 0.5386 -0.6300 0.08 0.00 0.04 0.368
H -3.4667 1.4350 -1.7948 0.04 -0.02 -0.02 0.370
H -2.1794 -0.3580 -0.9056 0.00 -0.02 0.01 0.416
H -2.4481 -0.7578 -2.5878 -0.14 -0.07 -0.08 0.343
H -3.6570 -2.5416 -3.1426 -0.03 0.08 -0.02 0.363
H -5.1677 -2.4856 -2.1838 -0.01 0.00 -0.18 0.155
H -3.9690 -3.7303 -1.8645 0.05 0.02 0.03 0.342
C 2.7590 -8.6712 -2.0343 0.00 0.08 0.16 -0.723
O 3.2157 -7.4341 -1.5182 -0.11 -0.17 -0.21 -0.337
C 3.4646 -6.4502 -2.5169 0.22 0.29 0.23 -0.835
C 2.4581 -5.3211 -2.4231 -0.19 -0.23 0.02 -0.129
N 1.1291 -5.7628 -2.8308 0.04 0.14 0.12 -0.288
C 0.0631 -4.8099 -2.5308 0.05 -0.24 -0.11 -1.153
C -0.2132 -4.4891 -1.0646 -0.32 0.30 -0.12 0.132
O -0.7476 -5.5766 -0.3218 0.26 0.08 0.02 -0.318
C 0.2168 -6.4705 0.2115 -0.28 -0.14 0.02 -0.787
H 2.7384 -9.3852 -1.2124 0.03 0.05 0.03 0.243
H 1.7457 -8.5866 -2.4414 0.03 -0.07 -0.13 0.305
H 3.4325 -9.0490 -2.8084 -0.05 -0.02 -0.04 0.346
H 3.4797 -6.8862 -3.5195 -0.13 -0.06 0.02 0.409
H 4.4594 -6.0422 -2.3169 0.01 -0.01 -0.04 0.401
H 2.7776 -4.5001 -3.0712 -0.03 0.02 0.01 0.370
H 2.4655 -4.9613 -1.3857 0.17 0.09 -0.01 0.149
H 0.9170 -6.6338 -2.3625 0.02 -0.04 -0.05 0.103
H -0.8546 -5.2159 -2.9633 -0.05 0.07 0.04 0.399
H 0.2759 -3.8760 -3.0609 0.02 0.03 0.06 0.443
H -0.9868 -3.7135 -1.0490 -0.02 -0.02 0.02 0.028
H 0.6561 -4.0599 -0.5529 0.09 -0.15 0.00 0.322
H 1.1537 -5.9663 0.4624 0.03 0.01 -0.10 0.381
H 0.4095 -7.2947 -0.4783 0.19 0.01 0.03 0.230
H -0.2003 -6.9051 1.1218 -0.05 0.02 -0.02 0.342
C -2.2389 2.2431 1.6981 0.01 0.08 -0.17 -0.318
O -2.3800 3.5489 1.1695 0.04 -0.21 0.17 -0.291
C -1.9714 4.5796 2.0616 -0.15 0.36 -0.20 -0.857
C -0.7170 5.2598 1.5508 0.09 -0.28 -0.04 -0.165
N 0.4364 4.3731 1.6399 -0.01 0.14 -0.06 -0.273
C 1.6240 4.8596 0.9370 -0.12 -0.20 0.10 -0.608
C 1.5419 5.0150 -0.5786 0.37 0.15 -0.05 -0.235
O 1.4219 3.7845 -1.2789 -0.23 0.12 -0.01 -0.460
C 0.1025 3.2902 -1.4120 0.23 -0.20 -0.07 -0.556
H -2.7049 1.5506 0.9977 -0.04 0.05 -0.01 -0.215
H -1.1831 1.9690 1.7999 -0.02 -0.08 0.16 0.311
H -2.7383 2.1499 2.6660 0.05 -0.05 0.03 0.407
H -1.8342 4.2043 3.0795 0.09 -0.11 -0.05 0.395
H -2.7796 5.3164 2.0853 0.00 -0.01 0.04 0.399
H -0.5263 6.1579 2.1461 0.03 0.01 -0.01 0.364
H -0.9114 5.5701 0.5155 -0.11 0.15 0.04 0.179
H 0.1865 3.4733 1.2520 -0.02 -0.02 0.03 0.103
H 2.4306 4.1567 1.1569 0.07 0.06 -0.06 0.272
H 1.9139 5.8200 1.3753 -0.02 0.02 -0.04 0.335
H 2.4894 5.4495 -0.9023 -0.04 -0.07 0.02 0.106
H 0.7615 5.7193 -0.8923 -0.17 -0.14 0.05 0.298
H -0.6353 4.0937 -1.4762 -0.02 0.01 0.09 0.293
H -0.1504 2.6177 -0.5867 -0.18 0.07 0.02 0.180
H 0.0572 2.7048 -2.3322 0.04 0.04 -0.02 0.315
C 6.8686 9.1646 3.0144 -0.11 0.06 -0.13 -0.721
O 6.9880 9.5826 1.6670 0.09 -0.16 0.23 -0.339
C 8.1859 9.1472 1.0330 0.00 0.24 -0.36 -0.819
C 7.8857 8.1222 -0.0425 -0.18 -0.11 0.21 -0.180
N 7.4378 6.8622 0.5388 -0.03 0.06 -0.15 -0.314
C 6.8934 5.9134 -0.4311 0.05 0.03 0.25 -0.821
C 5.6255 6.3098 -1.1833 0.04 -0.36 -0.22 -0.567
O 4.4692 6.3936 -0.3671 0.20 0.29 -0.03 -0.240
C 4.2873 7.6377 0.2877 -0.21 -0.22 0.14 -0.737
H 6.0001 9.6648 3.4401 0.00 0.03 -0.05 0.238
H 6.7119 8.0832 3.0866 0.10 -0.02 0.11 0.304
H 7.7524 9.4447 3.5945 0.01 -0.06 0.03 0.342
H 8.9095 8.7621 1.7569 -0.10 -0.09 0.06 0.407
H 8.6281 10.0270 0.5567 0.04 -0.01 0.02 0.392
H 8.7905 7.9440 -0.6309 -0.01 -0.02 -0.02 0.384
H 7.1257 8.5559 -0.7057 0.12 0.13 -0.09 0.166
H 6.7228 7.0568 1.2271 0.03 0.00 0.04 0.072
H 6.6836 4.9904 0.1144 -0.04 -0.04 -0.07 0.399
H 7.6761 5.6789 -1.1597 -0.02 0.04 -0.04 0.419
H 5.4198 5.5114 -1.9020 -0.04 0.00 0.02 0.361
H 5.7504 7.2240 -1.7744 0.01 0.10 0.14 0.408
H 4.6782 8.4738 -0.2962 0.08 -0.01 0.02 0.387
H 4.7447 7.6278 1.2804 0.08 0.17 -0.02 0.188
H 3.2152 7.7852 0.4296 -0.01 -0.02 -0.07 0.305
```
Positions in Å, forces in eV/Å.

Multiplicity: 1
HOMO-LUMO gap: 8.9 eV
Electronic energy: -91051.843 eV
HOMO level: -8.488 eV
LUMO level: 0.01345 Eh